No. 1
This record from OMol25 describes an isolated ion of composition C6H16N2PS and charge +1. The level of theory is ωB97M-V/def2-TZVPD.

ORCA input file:
```
! wB97M-V def2-TZVPD RIJCOSX def2/J DEFGRID3
* xyz 1 1
N 2.6084 -1.7124 0.8405
C 1.6712 -0.6597 0.5389
C 0.9076 -0.8366 -0.7845
C -0.1495 0.2112 -1.1493
N 0.3544 1.6255 -0.8722
C -0.0832 2.0141 0.5223
C -1.3378 1.1841 0.8038
C -1.4870 0.2091 -0.3962
P -2.1435 -1.3966 0.2002
S -3.9023 -1.2778 0.9540
H 2.1922 -2.6347 0.8556
H 3.4189 -1.7188 0.2354
H 2.2412 0.2764 0.5283
H 0.9654 -0.5828 1.3718
H 1.6254 -0.9025 -1.6051
H 0.4094 -1.8054 -0.7549
H -0.3209 0.1676 -2.2231
H 1.3674 1.7016 -0.9815
H -0.0553 2.2677 -1.5519
H 0.7342 1.7719 1.1909
H -0.2469 3.0881 0.5376
H -2.2205 1.8120 0.8758
H -1.2347 0.6629 1.7535
H -2.2730 0.5857 -1.0524
H -1.0970 -1.7922 1.0553
H -1.9439 -2.2583 -0.8930
*
```

## Properties
* electronic energy: -29579.286 eV
* energy relative to the best compared isomer or geometry (same formula, charge and spin): 0.033 eV

These are the Löwdin partial charges, in e, on atoms 1 to 4:
1. N 0.019
2. C -0.298
3. C -0.148
4. C -0.249



No. 2
This record from OMol25 describes C6H16N2S as an isolated structure in a non-equilibrium geometry. The level of theory is ωB97M-V/def2-TZVPD.

ORCA input file:
```
! wB97M-V def2-TZVPD RIJCOSX def2/J DEFGRID3
* xyz 0 1
C 1.6892 1.0411 1.5377
C 1.2156 -0.1298 -2.4721
C 0.0851 -1.3627 0.4251
C 0.8812 1.2080 0.3243
C -0.1270 -0.0133 -1.7019
C 0.0177 0.0356 -0.0999
N -2.6720 -1.2982 0.1717
N -2.0059 0.1580 2.0082
S -2.2556 0.1874 0.4061
H 2.6211 0.3855 1.5606
H 2.0310 2.0866 1.5964
H 1.0803 0.7860 2.4842
H 2.0954 -0.5390 -1.9464
H 1.5316 1.0066 -2.6994
H 1.1754 -0.6796 -3.4273
H -0.9357 -1.8196 0.2086
H 0.2027 -1.5402 1.5470
H 0.8427 -1.9183 -0.1866
H 1.5019 1.4736 -0.4376
H 0.1231 1.9654 0.5206
H -0.5531 0.9928 -1.9904
H -0.9140 -0.6448 -2.0772
H -3.4130 -1.6098 -0.4515
H -2.2823 -0.7655 2.2590
H -1.9355 0.9941 2.4406
*
```

## Properties
* electronic energy: -20292.728 eV
* energy relative to the best compared isomer or geometry (same formula, charge and spin): 1.508 eV

These are the Löwdin partial charges, in e, on atoms 1 to 4:
1. C -0.126
2. C -0.120
3. C -0.159
4. C -0.278



No. 3
This record from OMol25 describes a 2-piece molecular cluster, C6H16N3 overall in a non-equilibrium geometry. The level of theory is ωB97M-V/def2-TZVPD.

ORCA input file:
```
! wB97M-V def2-TZVPD RIJCOSX def2/J DEFGRID3
* xyz 1 1
C -2.8428 -0.0877 -0.6054
C -1.5341 0.5708 -0.9918
C -1.4953 0.2759 1.2199
C 3.0888 0.4017 0.8580
C 0.9640 -1.4384 -0.9689
C 1.8990 0.7006 -0.0697
N -2.6534 -0.4301 0.7720
N -0.7128 0.7548 0.1953
N 0.9149 -0.3690 -0.0026
H -3.6326 0.6542 -0.8378
H -3.0506 -0.9990 -1.1829
H -0.9194 0.1007 -1.8415
H -1.5830 1.5974 -1.3648
H -1.7611 1.2371 1.6408
H -0.9036 -0.1766 1.9689
H 2.9116 0.4281 1.9315
H 3.7115 -0.5205 0.7719
H 3.8118 1.2307 0.7594
H 1.5344 -1.3056 -1.9503
H 1.2065 -2.4049 -0.5797
H -0.0697 -1.7269 -1.2942
H 2.3252 1.0880 -1.0670
H 1.3344 1.5014 0.3788
H -3.5687 -0.5181 1.1964
H 1.0250 -0.5648 1.0639
*
```

## Properties
* electronic energy: -10941.071 eV
* energy relative to the best compared isomer or geometry (same formula, charge and spin): 3.778 eV

These are the Löwdin partial charges, in e, on atoms 1 to 4:
1. C -0.198
2. C -0.156
3. C -0.261
4. C -0.087



No. 4
This record from OMol25 describes a 2-piece molecular cluster, C6H16NO overall in a non-equilibrium geometry. The level of theory is ωB97M-V/def2-TZVPD.

ORCA input file:
```
! wB97M-V def2-TZVPD RIJCOSX def2/J DEFGRID3
* xyz 0 2
C 0.9978 1.3393 1.3502
C 0.9339 -0.1562 1.6819
N 1.3830 -1.0557 0.5359
C 1.4285 -2.5780 0.7873
H 0.4477 1.6487 0.5203
H 0.6944 1.9101 2.2202
H 2.0758 1.6363 1.1943
H 1.6092 -0.4690 2.5016
H -0.0842 -0.5040 1.9199
H 2.2970 -0.6926 0.2568
H 0.6644 -0.9770 -0.2515
H 1.9851 -2.7027 1.6982
H 1.8896 -2.9956 -0.1075
H 0.4241 -3.0140 0.8839
O -0.1165 -0.9766 -1.7250
C -0.6489 0.0578 -2.1233
C -2.1159 0.4533 -1.7897
C -2.1504 1.7280 -0.9181
H -0.0500 0.8484 -2.6108
H -2.5885 -0.4172 -1.3304
H -2.5617 0.7245 -2.7391
H -1.6941 1.6419 0.1200
H -3.1489 1.9944 -0.6085
H -1.6714 2.5559 -1.4665
*
```

## Properties
* electronic energy: -10015.320 eV
* energy relative to the best compared isomer or geometry (same formula, charge and spin): 1.822 eV

These are the Löwdin partial charges, in e, on atoms 1 to 4:
1. C -0.067
2. C -0.184
3. N -0.030
4. C 0.010



No. 5
This record from OMol25 describes a 2-piece molecular cluster, C6H16NO overall. The level of theory is ωB97M-V/def2-TZVPD.

ORCA input file:
```
! wB97M-V def2-TZVPD RIJCOSX def2/J DEFGRID3
* xyz 1 1
C -0.7909 1.1001 -1.7378
C -0.8539 -0.1901 -2.0375
O -1.6847 -1.0581 -1.3591
C -0.0604 -0.8409 -3.1332
H -0.1040 1.7243 -2.2863
H -1.4401 1.6053 -1.0346
H -1.6788 -1.9176 -1.8015
H 0.4271 -0.1063 -3.7612
H 0.6687 -1.5395 -2.7190
H -0.7219 -1.3863 -3.8125
C -0.1849 0.1410 2.1011
C 1.1463 0.1153 1.3800
C 2.0212 1.2698 1.8847
N -1.1588 -0.8001 1.4331
H -0.1013 -0.1622 3.1399
H -0.6585 1.1204 2.1087
H 0.9762 0.2464 0.3094
H 1.6129 -0.8505 1.5827
H 1.6442 2.2218 1.5123
H 1.9907 1.2659 2.9742
H 3.0434 1.2037 1.5323
H -1.4168 -0.4820 0.4900
H -0.6765 -1.6841 1.2574
H -1.9993 -0.9964 1.9770
*
```

## Properties
* electronic energy: -10012.483 eV
* energy relative to the best compared isomer or geometry (same formula, charge and spin): 0.830 eV

These are the Löwdin partial charges, in e, on atoms 1 to 4:
1. C 0.052
2. C -0.459
3. O -0.010
4. C -0.025



No. 6
This record from OMol25 describes a 2-piece molecular cluster, C6H16NO overall in a non-equilibrium geometry. The level of theory is ωB97M-V/def2-TZVPD.

ORCA input file:
```
! wB97M-V def2-TZVPD RIJCOSX def2/J DEFGRID3
* xyz 1 1
C 1.2943 -1.7096 -0.7917
C 0.2440 -1.1238 0.1285
C -0.5586 0.0015 -0.4936
C 0.3366 1.1363 -0.9148
C 0.4885 2.2955 -0.2978
C 1.4454 3.3603 -0.7493
N -0.7386 -2.2436 0.5163
H 2.1036 -0.9892 -0.9184
H 1.8019 -2.5445 -0.3065
H 0.8701 -2.0759 -1.7250
H 0.6882 -0.8272 1.0752
H -1.2679 0.4070 0.2463
H -1.2235 -0.2972 -1.3111
H 0.8718 0.9771 -1.8435
H -0.0569 2.5190 0.6196
H 0.8790 4.2694 -0.9578
H 1.9567 3.0661 -1.6582
H 2.1518 3.5821 0.0411
H -1.2933 -2.3902 -0.3218
H -1.4007 -1.9152 1.2358
H -0.2349 -3.0877 0.7832
H -2.7550 -1.4598 3.0381
H -3.0550 -0.0661 2.3117
O -2.5472 -0.8842 2.2939
*
```

## Properties
* electronic energy: -10012.771 eV
* energy relative to the best compared isomer or geometry (same formula, charge and spin): 0.542 eV

These are the Löwdin partial charges, in e, on atoms 1 to 4:
1. C -0.037
2. C -0.331
3. C -0.173
4. C -0.137



No. 7
This record from OMol25 describes a 2-piece molecular cluster, C6H16NO overall in a non-equilibrium geometry. The level of theory is ωB97M-V/def2-TZVPD.

ORCA input file:
```
! wB97M-V def2-TZVPD RIJCOSX def2/J DEFGRID3
* xyz 2 2
C 1.5957 -1.0414 -0.8909
C 0.0735 -1.3162 -0.7980
C -0.8035 -0.1200 -0.5351
C -0.6601 1.0755 -1.2627
C -1.8196 -0.2008 0.5097
C -2.8364 -1.3440 0.4927
N 2.1112 -0.1918 0.2321
H 1.7208 -0.5705 -1.8634
H 2.1055 -1.9832 -0.8699
H -0.1988 -2.0661 -0.0532
H -0.2873 -1.7482 -1.7458
H -1.2512 1.9575 -1.0006
H -0.1064 1.3350 -2.1594
H -1.3744 -0.1537 1.5268
H -2.2822 0.7902 0.5854
H -3.8922 -1.1734 0.7070
H -2.8968 -1.7720 -0.4966
H -2.5146 -2.1409 1.1599
H 1.4159 0.2540 0.8347
H 2.6868 0.6358 0.0124
H 2.7570 -0.7434 0.8019
H 1.3013 3.4525 1.5021
H 1.1892 2.1176 2.1900
O 1.7339 2.5904 1.5475
*
```

## Properties
* electronic energy: -9998.864 eV
* energy relative to the best compared isomer or geometry (same formula, charge and spin): 1.724 eV

These are the Löwdin partial charges, in e, on atoms 1 to 4:
1. C -0.079
2. C -0.086
3. C -0.162
4. C 0.297



No. 8
This record from OMol25 describes a 2-piece molecular cluster, C6H16O overall in a non-equilibrium geometry. The level of theory is ωB97M-V/def2-TZVPD.

ORCA input file:
```
! wB97M-V def2-TZVPD RIJCOSX def2/J DEFGRID3
* xyz 0 1
C 0.4408 -2.1847 -0.1750
C 0.3337 -1.2110 -1.3692
C -0.6225 -0.0427 -1.3964
C -1.5117 0.1897 -0.1527
C -0.6974 0.6525 1.0727
C -0.9566 2.0869 1.5553
H 0.3531 -1.6823 0.8006
H -0.2890 -2.9879 -0.2301
H 1.4488 -2.5491 0.0424
H 1.3644 -0.8451 -1.3471
H 0.3012 -1.8452 -2.2544
H -0.1411 0.9009 -1.6417
H -1.4246 -0.2050 -2.0748
H -2.2213 -0.6292 0.0094
H -2.2541 0.9623 -0.3999
H -0.8704 0.0173 1.9417
H 0.3489 0.5021 0.8243
H -0.1307 2.3120 2.2360
H -1.8217 2.0540 2.2226
H -1.0645 2.8510 0.7920
H 3.5798 0.9557 -0.6485
H 3.0297 -0.0687 0.3091
O 2.8052 0.7663 -0.1164
*
```

## Properties
* electronic energy: -8528.155 eV
* energy relative to the best compared isomer or geometry (same formula, charge and spin): 1.078 eV

These are the Löwdin partial charges, in e, on atoms 1 to 4:
1. C -0.112
2. C -0.247
3. C -0.209
4. C -0.217



No. 9
This record from OMol25 describes a 2-piece molecular cluster, C6H16O overall in a non-equilibrium geometry. The level of theory is ωB97M-V/def2-TZVPD.

ORCA input file:
```
! wB97M-V def2-TZVPD RIJCOSX def2/J DEFGRID3
* xyz 0 1
C 1.4473 -0.9783 -1.1399
C 1.6112 0.5038 -1.4666
C 0.1242 -1.4748 -1.7222
O 2.5248 -1.5909 -1.8603
H 1.5450 -1.2406 -0.0871
H 0.7543 1.1272 -1.1897
H -0.0609 -2.5238 -1.4641
H -0.7725 -0.9178 -1.4435
H 0.1977 -1.4242 -2.8131
H 2.5239 -2.5433 -1.7105
H 1.5894 0.6125 -2.5489
H 2.5105 0.8388 -0.9696
C -1.8668 0.7421 1.5766
C -0.8972 -0.3210 1.9640
C -1.2153 2.1477 1.4344
H -2.7459 0.9018 2.1909
H -2.1691 0.5941 0.5426
H -0.0502 -0.4665 1.2995
H -0.4095 -0.2117 2.9369
H -1.9676 2.8218 1.0192
H -0.2830 2.1393 0.8834
H -1.3373 -1.3068 2.1415
H -1.0533 2.5707 2.4266
*
```

## Properties
* electronic energy: -8528.470 eV
* energy relative to the best compared isomer or geometry (same formula, charge and spin): 0.763 eV

These are the Löwdin partial charges, in e, on atoms 1 to 4:
1. C -0.490
2. C -0.053
3. C -0.067
4. O -0.065